{
  "formula": "C37H26BBrCoF12N7O2P",
  "method": "ωB97M-V/def2-TZVPD",
  "multiplicity": 2,
  "total_energy_ha": -7480.9871,
  "homo_ev": [-8.785, -8.790],
  "orbital_gap_ev": [8.5, 8.6],
  "species": ["Br", "Co", "P", "F", "F", "F", "F", "F", "F", "F", "F", "F", "F", "F", "F", "O", "O", "N", "N", "N", "N", "N", "N", "N", "C", "C", "C", "C", "C", "C", "C", "C", "C", "C", "C", "C", "C", "C", "C", "C", "C", "C", "C", "C", "C", "C", "C", "C", "C", "C", "C", "C", "C", "C", "C", "C", "C", "C", "C", "C", "C", "B", "H", "H", "H", "H", "H", "H", "H", "H", "H", "H", "H", "H", "H", "H", "H", "H", "H", "H", "H", "H", "H", "H", "H", "H", "H", "H"],
  "positions_angstrom": [[6.5769, 1.6934, -1.9688], [0.9530, 1.8254, 1.6054], [-0.2027, -0.8557, -0.8422], [3.9010, -1.2623, -6.1385], [4.2325, -0.6110, 4.7175], [-6.3984, 1.6347, -1.2309], [-6.6185, 0.0801, -2.7160], [3.9796, 1.5226, 4.9448], [-5.7888, 1.9956, -3.2770], [-1.1763, -6.2492, 2.9862], [0.5515, -6.9456, 1.8913], [2.9592, -3.1982, -6.3687], [2.0071, -1.4271, -7.1641], [-1.4343, -7.2295, 1.0769], [5.2642, 0.7477, 3.3809], [2.6407, -0.5901, 2.5473], [2.4652, 1.6355, 2.7614], [-0.3983, 2.4417, 0.3305], [-1.1423, 3.2652, 3.0811], [-1.6611, 2.6456, 0.7349], [-1.6918, 0.8976, 2.5207], [-0.4148, 0.4628, 2.4129], [0.1929, 3.1820, 2.9269], [2.4024, 1.7173, 0.0668], [-5.8058, 1.0714, -2.3002], [-2.1733, 0.0966, -2.6396], [-1.5469, 3.3894, -1.3380], [4.8910, 1.7028, -1.1374], [-1.5149, -3.3603, -0.3658], [2.9396, 0.4899, 3.0291], [1.9930, -1.6932, -4.8195], [3.0271, 0.5688, -0.2036], [1.9722, -0.4230, -4.2578], [1.2963, -0.2168, -3.0696], [4.2697, 0.5106, -0.8099], [-4.4285, 0.5686, -1.9748], [0.6536, -2.5246, -3.0108], [1.3355, -2.7436, -4.1980], [3.0249, 2.8599, -0.2440], [-0.6523, -6.3673, 1.7494], [0.5352, -4.2133, 1.3029], [-0.2423, 4.4638, 4.7023], [-0.4309, -2.5218, -0.1255], [-1.5847, -4.6098, 0.2290], [-1.4281, 4.0277, 4.1449], [2.7171, -1.9018, -6.1215], [-3.4373, 0.5754, -2.9433], [-4.1601, 0.0718, -0.7038], [-0.3159, 2.8881, -0.9214], [-0.5580, -5.0335, 1.0612], [-2.4355, -0.0196, 3.1577], [-1.8901, -0.4039, -1.3743], [0.7473, 3.8898, 3.9023], [-0.3718, -0.7367, 2.9823], [-1.6343, -1.0983, 3.4623], [-2.8985, -0.4069, -0.4091], [-2.3724, 3.2140, -0.2449], [0.5889, -2.9604, 0.7188], [0.6200, -1.2597, -2.4345], [4.2645, 2.9072, -0.8510], [4.1101, 0.5384, 4.0488], [-2.0389, 2.3614, 2.2035], [0.5614, -1.2671, 3.0251], [1.3007, 0.7678, -2.6189], [-3.4770, 0.1672, 3.3496], [-1.8005, 3.8053, -2.2944], [1.8191, 3.9401, 3.9805], [-3.4114, 3.4469, -0.0959], [4.7333, -0.4432, -1.0110], [-4.9316, 0.0715, 0.0539], [1.4265, -2.3104, 0.9434], [-3.2005, 2.5687, 2.4000], [2.4985, 3.7755, -0.0016], [0.6078, 2.8172, -1.4660], [1.3324, -4.5431, 1.9544], [2.5110, -0.3346, 0.0838], [-2.6912, -0.7730, 0.5897], [-1.9143, -2.0092, 3.9578], [-0.1124, 5.0926, 5.5622], [1.3595, -3.7312, -4.6359], [-2.3149, -3.0418, -1.0229], [2.4950, 0.3923, -4.7395], [-3.6467, 0.9634, -3.9304], [4.7265, 3.8548, -1.0846], [-1.4079, 0.1139, -3.4049], [-2.4290, -5.2568, 0.0377], [-2.4508, 4.2083, 4.4238], [0.1519, -3.3544, -2.5320]],
  "mulliken_charge": [-0.13, 0.28, 2.66, -0.26, -0.26, -0.27, -0.27, -0.26, -0.28, -0.25, -0.27, -0.28, -0.26, -0.28, -0.27, -0.50, -0.67, 1.12, 0.12, 0.00, 0.45, 0.32, -0.12, 0.88, 0.85, -0.65, -1.84, -0.07, -0.17, 0.29, 0.16, -0.11, -0.96, -0.20, -1.30, 0.19, -0.56, -1.04, -0.75, 0.83, -0.93, -1.26, -0.07, -1.00, -0.14, 0.84, -1.01, -1.13, 0.12, 0.18, -0.28, -0.18, -0.03, -0.37, -1.61, -0.43, -0.23, -0.53, -0.07, -0.75, 0.76, 0.39, 0.68, 0.41, 0.51, 0.45, 0.53, 0.56, 0.58, 0.47, 0.12, -0.17, 0.50, 0.41, 0.51, 0.59, 0.63, 0.48, 0.43, 0.47, 0.51, 0.47, 0.48, 0.48, 0.41, 0.46, 0.47, 0.43]
}

{
  "formula": "C2H2N2O",
  "method": "ωB97M-V/def2-TZVPD",
  "total_energy_ha": -261.9788,
  "homo_ev": -10.132,
  "orbital_gap_ev": 8.6,
  "species": ["O", "N", "N", "C", "C", "H", "H"],
  "positions_angstrom": [[0.3423, 2.1898, 0.6840], [0.8760, -0.9176, 0.2458], [0.2716, -1.7880, -0.4465], [-0.1160, 1.1408, 0.3218], [0.2783, -0.1076, 1.0096], [-0.7096, -1.6371, -0.1324], [-0.8428, 1.0373, -0.5271]],
  "mulliken_charge": [-0.38, 0.14, -0.41, 0.21, -0.09, 0.23, 0.30]
}